{"formula": "C4H8O2S", "method": "wB97M-V/def2-TZVPD", "smiles": "O=CCSCCO", "total_energy_ha": -705.761292, "max_force_ev_per_a": 4.9, "gap_ev": 9.9, "homo_ev": -9.233, "symbols": ["O", "C", "C", "S", "C", "C", "O", "H", "H", "H", "H", "H", "H", "H", "H"], "coordinates": [[3.825, 0.692, -0.165], [2.942, -0.090, -0.252], [1.474, 0.204, 0.235], [0.157, -0.209, -0.909], [-1.087, -0.733, 0.334], [-2.390, -0.147, -0.196], [-2.143, 1.382, -0.102], [3.359, -1.241, -0.401], [1.394, -0.391, 1.076], [1.446, 1.370, 0.439], [-0.877, 0.031, 1.211], [-0.772, -1.768, 0.758], [-3.341, -0.328, 0.330], [-2.546, -0.203, -1.362], [-1.441, 1.430, -0.996]], "forces_ev_per_a": [[0.4, 1.4, -0.3], [0.2, -3.1, 0.9], [1.7, 3.5, -2.4], [0.3, -0.9, -0.1], [1.7, 1.2, 2.3], [-0.4, 2.5, -2.2], [2.0, -2.1, -3.8], [-1.9, 2.0, -0.1], [-0.4, -1.0, 2.0], [0.1, -2.5, 0.0], [-0.4, -1.7, -1.4], [-1.5, 1.4, -1.1], [0.7, -0.2, -0.1], [0.1, -0.9, 2.3], [-2.7, 0.3, 4.0]], "mulliken_charge": [-0.406, -0.053, -0.317, -0.219, -0.174, -0.666, -0.537, 0.245, 0.331, 0.268, 0.250, 0.361, 0.283, 0.263, 0.371]}